The following is a DFT calculation (ωB97M-V with the def2-TZVPD basis set) of one molecule with the formula C6H7NO2.

Lowest unoccupied orbital energy   0.5 eV
Energy relative to the best compared isomer or geometry (same formula, charge and spin)   2.788 eV
M   125.1 g/mol
HOMO level   -8.45 eV
E   -11917.6431 eV
Structure (SMILES)   [O-][n+]1cccc(CO)c1
Frontier orbital gap   8.907 eV

Element x y z (Å)
O  2.589  -1.728  -0.105
N  1.822  -0.679  -0.158
C  2.151  0.648  -0.285
C  1.176  1.570  -0.163
C  -0.143  1.256  0.072
C  -0.533  -0.024  0.177
C  -1.966  -0.439  0.435
O  -2.742  -0.557  -0.753
C  0.496  -0.997  0.085
H  3.232  0.755  -0.474
H  1.584  2.532  -0.307
H  -0.924  2.020  0.196
H  -1.998  -1.284  1.114
H  -2.413  0.438  0.880
H  -2.863  -1.462  -1.080
H  0.533  -2.049  0.368

Atomic partial charges in e from the natural (NBO) method, atoms 1 to 2: O -0.555; N 0.098


The following is a DFT calculation (ωB97M-V with the def2-TZVPD basis set) of a 4-piece molecular cluster, C13H39N2O13P4 overall.

Lowest unoccupied orbital energy   0.4 eV
M   555.4 g/mol
HOMO level   -3.68 eV
E   -80864.3774 eV
Charge   -1
Frontier orbital gap   4.073 eV

Element x y z (Å)
C  5.285  4.415  0.043
C  5.023  2.958  -0.374
C  3.570  2.658  0.053
O  3.061  1.584  -0.703
C  1.686  1.261  -0.401
N  1.036  2.087  0.579
P  0.132  3.225  -0.085
N  0.751  4.083  -1.282
H  6.348  4.645  0.132
H  4.794  5.089  -0.658
H  4.848  4.587  1.031
H  5.740  2.264  0.066
H  5.109  2.924  -1.463
H  3.022  3.586  -0.100
H  3.634  2.402  1.116
H  1.661  0.225  -0.028
H  1.095  1.263  -1.334
H  -1.094  2.683  -0.583
H  -0.266  4.115  0.944
H  0.796  5.062  -1.028
C  -2.411  -2.510  4.255
O  -2.122  -1.268  3.600
P  -3.409  -0.445  2.915
O  -3.565  -1.349  1.717
O  -2.507  0.842  2.674
C  -1.201  0.714  2.059
O  -4.748  0.502  2.640
C  -6.021  -0.111  2.867
H  -1.514  -2.825  4.783
H  -3.221  -2.401  4.977
H  -2.678  -3.268  3.516
H  -1.168  -0.128  1.368
H  -0.444  0.587  2.829
H  -0.975  1.626  1.514
H  -6.065  -0.605  3.839
H  -6.234  -0.836  2.080
H  -6.778  0.671  2.846
C  -5.616  -5.050  1.619
O  -5.112  -6.191  2.349
P  -6.156  -6.952  3.353
O  -6.276  -6.025  4.508
O  -5.169  -8.188  3.595
C  -3.864  -7.939  4.110
O  -7.443  -7.942  3.491
C  -8.728  -7.359  3.216
H  -4.873  -4.762  0.881
H  -6.546  -5.299  1.109
H  -5.781  -4.215  2.300
H  -3.850  -7.060  4.754
H  -3.161  -7.803  3.288
H  -3.564  -8.810  4.687
H  -8.728  -6.816  2.270
H  -9.014  -6.685  4.023
H  -9.453  -8.166  3.148
C  7.470  2.763  -7.471
O  7.280  3.809  -6.510
P  5.856  3.775  -5.624
O  4.946  4.250  -6.724
O  6.428  4.966  -4.698
C  6.988  6.122  -5.304
O  4.667  3.570  -4.465
C  3.801  2.443  -4.670
H  8.494  2.825  -7.835
H  7.317  1.781  -7.024
H  6.782  2.897  -8.308
H  6.523  6.333  -6.268
H  8.063  5.994  -5.435
H  6.815  6.962  -4.633
H  4.388  1.540  -4.841
H  3.147  2.624  -5.523
H  3.201  2.300  -3.772

Atomic partial charges in e from the Löwdin method, atoms 1 to 2: C -0.128; C -0.229


The following is a DFT calculation (ωB97M-V with the def2-TZVPD basis set) of a 2-piece molecular cluster, C2H11N3O overall.

Lowest unoccupied orbital energy   0.7 eV
Energy relative to the best compared isomer or geometry (same formula, charge and spin)   1.397 eV
M   93.1 g/mol
HOMO level   -9.02 eV
E   -8768.4175 eV
Structure (SMILES)   NCN.NCO
Frontier orbital gap   9.699 eV

Element x y z (Å)
N  -2.391  0.670  -0.723
C  -1.671  1.094  -1.940
N  -1.563  0.149  -3.220
H  -2.116  -0.076  -0.161
H  -3.054  1.315  -0.349
H  -2.219  1.921  -2.333
H  -0.531  1.293  -1.760
H  -2.454  -0.287  -3.369
H  -0.871  -0.490  -2.817
N  1.592  0.034  2.891
C  1.852  -0.970  1.760
O  3.111  -1.778  1.808
H  1.575  -0.374  3.829
H  2.081  0.868  2.645
H  1.138  -1.720  1.587
H  1.823  -0.442  0.812
H  3.699  -1.208  1.339

Atomic partial charges in e from the natural (NBO) method, atoms 1 to 2: N -0.889; C -0.054


The following is a DFT calculation (ωB97M-V with the def2-TZVPD basis set) of one molecule with the formula C4H8N4O.

Lowest unoccupied orbital energy   0.5 eV
Energy relative to the best compared isomer or geometry (same formula, charge and spin)   4.118 eV
M   128.1 g/mol
HOMO level   -9.60 eV
E   -12282.3193 eV
Structure (SMILES)   COCN/C(N)=N\C#N
Frontier orbital gap   10.144 eV

Element x y z (Å)
C  -2.773  -0.409  -0.377
O  -1.445  -0.915  -0.580
C  -0.775  -0.879  0.691
N  0.678  -1.020  0.506
C  1.447  -0.181  -0.001
N  2.718  -0.675  -0.287
N  1.325  1.017  -0.309
C  0.168  1.672  0.033
N  -0.695  2.412  0.329
H  -2.810  0.700  -0.244
H  -3.534  -1.092  0.366
H  -3.373  -0.463  -1.312
H  -1.117  0.143  1.097
H  -1.081  -1.815  1.439
H  1.044  -1.719  1.028
H  2.793  -1.706  -0.678
H  3.054  -0.085  -0.811

Atomic partial charges in e from the natural (NBO) method, atoms 1 to 2: C -0.304; O -0.544


The lowest frontier orbital gap belongs to which entry? C13H39N2O13P4


Which value of E does entry 2 give? -80864.3774 eV


Among the records above, which one has the highest lowest unoccupied orbital energy? C2H11N3O